Record 1
This record from the OMol25 dataset describes 9 unconnected molecules or ions with the total composition C9H36O9. The level of theory is ωB97M-V/def2-TZVPD.

The strongest force on any atom is 2.63 eV/Å. Its net charge is 0. The electronic energy is -1041.402595 Ha. The SMILES is CO.CO.CO.CO.CO.CO.CO.CO.CO.

Atoms and positions in Å:
C 8.041 -0.389 -1.438
O 7.565 -1.376 -0.470
H 7.293 -0.350 -2.229
H 8.351 0.523 -0.927
H 8.891 -0.961 -1.810
H 6.784 -1.782 -0.854
C 0.833 -0.747 0.123
O -0.069 0.078 0.799
H 1.251 -0.204 -0.725
H 1.656 -0.929 0.814
H 0.350 -1.657 -0.231
H -0.668 -0.492 1.286
C -0.631 -7.096 -0.793
O -0.452 -7.344 0.607
H -1.289 -6.238 -0.930
H 0.352 -7.086 -1.265
H -1.221 -7.923 -1.187
H -1.310 -7.334 1.037
C 2.937 -2.373 -4.396
O 4.138 -2.653 -3.680
H 2.701 -1.310 -4.439
H 3.016 -2.862 -5.367
H 2.104 -2.865 -3.895
H 4.846 -2.522 -4.316
C -4.856 3.953 0.386
O -5.823 4.295 1.420
H -5.266 4.331 -0.550
H -3.881 4.416 0.533
H -4.675 2.881 0.463
H -6.720 3.973 1.308
C 3.244 3.414 2.160
O 2.447 3.741 0.975
H 4.142 2.897 1.822
H 3.476 4.293 2.761
H 2.901 2.575 2.767
H 1.950 2.947 0.762
C -4.960 -1.338 3.716
O -3.552 -1.659 3.425
H -5.136 -0.262 3.731
H -5.507 -1.725 2.856
H -5.340 -1.822 4.616
H -3.408 -2.606 3.358
C -2.638 3.336 5.635
O -3.391 4.473 6.030
H -2.835 2.367 6.093
H -2.716 3.043 4.589
H -1.605 3.596 5.866
H -4.015 4.683 5.332
C -1.234 1.561 -5.630
O -0.994 1.497 -6.980
H -2.200 2.067 -5.623
H -1.341 0.546 -5.249
H -0.509 2.026 -4.963
H -1.028 2.394 -7.322

---

Record 2
This record from the OMol25 dataset describes 9 unconnected molecules or ions with the total composition C9H36O9. The level of theory is ωB97M-V/def2-TZVPD.

The strongest force on any atom is 2.24 eV/Å. Its net charge is 0. The electronic energy is -1041.586278 Ha. The SMILES is CC(C)O.CC(C)O.CC(C)O.O.O.O.O.O.O.

Atoms and positions in Å:
C 2.055 2.694 -0.505
C 3.148 3.064 0.501
C 3.632 1.748 1.215
O 4.164 3.734 -0.182
H 1.144 3.110 -0.073
H 2.100 1.619 -0.678
H 2.049 3.320 -1.398
H 2.674 3.683 1.263
H 4.400 1.932 1.966
H 4.055 1.051 0.492
H 2.852 1.210 1.754
H 3.750 4.578 -0.377
C -0.512 0.292 0.271
C -0.102 -1.113 -0.080
C 1.409 -1.304 -0.228
O -0.517 -1.979 0.917
H 0.261 0.699 0.923
H -1.432 0.384 0.848
H -0.645 0.900 -0.624
H -0.563 -1.296 -1.051
H 1.843 -0.859 0.667
H 1.693 -0.825 -1.165
H 1.765 -2.328 -0.351
H -0.166 -2.861 0.773
C -4.038 2.695 -0.509
C -3.496 2.510 -1.889
C -2.413 3.554 -2.115
O -2.991 1.192 -2.071
H -4.902 2.039 -0.397
H -4.446 3.702 -0.424
H -3.402 2.470 0.347
H -4.295 2.598 -2.625
H -1.986 3.563 -3.118
H -1.551 3.286 -1.504
H -2.730 4.538 -1.769
H -3.564 0.538 -1.665
O -2.731 -3.756 0.082
H -1.823 -3.889 0.354
H -2.870 -4.400 -0.612
O -1.490 -2.470 3.466
H -1.004 -2.550 2.645
H -1.517 -1.528 3.637
O 4.148 -3.541 -1.681
H 4.197 -2.597 -1.529
H 3.222 -3.754 -1.564
O -0.154 -4.652 0.831
H 0.006 -5.295 0.141
H 0.671 -4.607 1.314
O -1.104 0.289 4.061
H -0.361 0.612 4.570
H -1.341 1.020 3.491
O 1.260 -4.081 -2.130
H 1.234 -4.901 -1.638
H 0.414 -4.041 -2.576

---

Record 3
This record from the OMol25 dataset describes 10 unconnected molecules or ions with the total composition C9H37NO10. The level of theory is ωB97M-V/def2-TZVPD.

The strongest force on any atom is 3.44 eV/Å. Its net charge is 0. The electronic energy is -1172.150500 Ha. The SMILES is CC1(C)CCCC(C)(C)N1O.O.O.O.O.O.O.O.O.O.

Atoms and positions in Å:
C -2.110 5.322 0.089
C -1.679 4.067 -0.743
C -0.216 3.723 -0.350
C -2.471 2.828 -0.354
C -3.928 2.699 -0.947
C -3.909 2.959 -2.494
C -3.085 4.155 -2.951
C -2.857 4.105 -4.453
C -3.886 5.441 -2.735
N -1.777 4.274 -2.181
O -0.994 5.279 -2.672
H -1.346 6.093 -0.009
H -3.132 5.645 -0.111
H -2.016 5.083 1.148
H -0.120 3.669 0.734
H -0.011 2.785 -0.866
H 0.598 4.376 -0.665
H -1.988 1.867 -0.533
H -2.651 2.786 0.720
H -4.402 1.728 -0.803
H -4.434 3.506 -0.418
H -4.946 3.199 -2.732
H -3.567 2.094 -3.062
H -3.840 3.998 -4.912
H -2.392 3.153 -4.711
H -2.356 4.948 -4.928
H -4.315 5.638 -1.752
H -4.666 5.707 -3.449
H -3.301 6.352 -2.864
H -1.252 6.034 -2.138
O 5.921 -5.395 5.149
H 5.214 -4.774 5.320
H 5.668 -6.185 5.627
O 1.285 -3.371 2.155
H 1.458 -4.310 2.089
H 1.873 -3.066 2.846
O -1.118 -0.834 5.411
H -1.117 -1.392 4.634
H -0.698 -1.364 6.088
O 5.795 -7.468 -1.629
H 5.166 -7.433 -0.908
H 6.101 -8.376 -1.637
O 2.963 -1.901 -1.766
H 3.170 -2.738 -2.182
H 2.299 -2.116 -1.111
O 7.503 -3.798 0.851
H 6.840 -3.779 1.541
H 7.257 -4.543 0.302
O 2.394 -7.526 1.017
H 2.271 -8.003 1.837
H 1.550 -7.594 0.571
O 4.049 -1.367 5.177
H 4.311 -0.477 4.944
H 3.604 -1.274 6.019
O -1.964 -7.979 -0.171
H -2.882 -8.151 0.039
H -1.860 -8.295 -1.069

---

Record 4
This record from the OMol25 dataset describes a molecular structure, C9H4BiCl2N2O3Tb. The level of theory is ωB97M-V/def2-TZVPD.

The strongest force on any atom is 9.22 eV/Å. Its net charge is +4. Its spin multiplicity is 7. The electronic energy is -2638.258553 Ha. As for the expectation value of S²: 12.71.

Atoms and positions in Å:
Tb 0.443 -0.294 -5.174
Bi -0.313 0.976 -0.598
Cl -0.542 1.385 -3.552
Cl 1.510 -0.589 -1.407
C -1.041 -1.276 -0.345
C 0.082 0.976 -7.200
C 0.450 -0.963 -7.641
O -0.688 -2.354 -0.457
O -0.130 1.605 -8.175
O 0.534 -1.310 -8.753
N 0.532 0.090 7.042
C 0.419 0.300 5.894
C 0.276 0.514 4.474
C 1.306 0.325 3.583
C 1.050 0.382 2.233
N -0.172 0.743 1.755
C -1.184 1.011 2.624
C -0.969 0.912 3.991
H 2.293 0.133 3.957
H 1.808 0.083 1.499
H -2.153 1.316 2.180
H -1.789 1.115 4.678

---

Record 5
This record from the OMol25 dataset describes C9H4O6 in the gas phase. The level of theory is ωB97M-V/def2-TZVPD.

The strongest force on any atom is 3.94 eV/Å. Its net charge is 0. The electronic energy is -796.459001 Ha.

Atoms and positions in Å:
C -1.242 -0.386 -0.545
C -1.169 0.912 0.345
C 1.594 -1.413 -0.392
C 1.178 -0.188 0.167
C -2.554 -0.500 -0.822
C -2.406 1.429 0.196
C 2.916 -1.437 -0.242
C 2.284 0.427 0.857
C -0.128 0.036 0.126
O -3.270 0.588 -0.396
O 3.374 -0.263 0.511
O -3.192 -1.326 -1.681
O -2.860 2.588 0.656
O 3.730 -2.447 -0.527
O 2.330 1.621 1.389
H -3.875 -0.964 -2.210
H -3.587 2.955 0.191
H 4.360 -2.402 0.214
H 3.152 2.082 1.366

---

Record 6
This record from the OMol25 dataset describes 21 unconnected molecules or ions with the total composition C9H51ClO21. The level of theory is ωB97M-V/def2-TZVPD.

The strongest force on any atom is 4.66 eV/Å. Its net charge is 0. The electronic energy is -2413.585939 Ha.

Atoms and positions in Å:
Cl 1.667 -5.661 0.988
C 1.550 -3.966 0.728
C 1.644 -2.728 0.677
O 2.679 -0.539 0.807
C 1.558 -1.326 0.703
C 0.378 -0.668 0.550
C 0.259 0.817 0.765
C -0.971 -1.302 0.351
C -0.443 1.371 -0.504
C -1.603 -0.778 -0.920
C -1.792 0.750 -0.809
H 2.798 -0.167 1.726
H -0.446 1.077 1.606
H 1.241 1.322 0.922
H -1.001 -2.380 0.239
H -1.635 -1.028 1.181
H -0.589 2.448 -0.461
H 0.286 1.145 -1.320
H -1.074 -0.931 -1.803
H -2.565 -1.318 -1.083
H -2.179 1.169 -1.759
H -2.531 1.009 0.029
O 5.403 -0.038 2.011
H 5.726 0.451 1.186
H 4.729 0.552 2.482
O 1.935 3.806 -2.304
H 2.539 2.994 -2.303
H 1.763 4.070 -3.265
O -4.448 2.068 -3.889
H -3.577 1.872 -4.365
H -4.239 2.602 -3.056
O 2.336 -0.097 -2.967
H 1.808 0.042 -3.819
H 1.734 -0.555 -2.295
O 0.928 4.541 0.567
H 1.369 5.445 0.461
H 1.239 3.948 -0.191
O -1.382 -1.880 -4.900
H -0.832 -2.494 -4.313
H -2.346 -2.184 -4.859
O -4.909 -0.275 -0.230
H -4.460 -0.547 0.635
H -5.031 -1.105 -0.796
O -4.100 2.030 2.735
H -4.155 1.054 2.997
H -4.253 2.097 1.737
O -0.208 -3.525 -2.998
H -0.162 -3.382 -1.997
H 0.588 -4.085 -3.273
O 4.739 -2.166 -1.182
H 4.256 -1.462 -0.638
H 5.272 -1.696 -1.903
O -5.061 2.288 0.263
H -6.032 2.551 0.159
H -4.915 1.417 -0.230
O -1.982 4.256 0.939
H -1.099 4.404 0.468
H -1.789 3.897 1.865
O -1.168 4.961 -2.207
H -2.058 4.496 -2.084
H -0.496 4.276 -2.529
O -3.114 -3.884 -1.427
H -2.383 -4.568 -1.277
H -3.394 -3.520 -0.526
O 3.137 0.810 3.279
H 2.991 1.784 3.047
H 3.116 0.719 4.286
O 3.309 -7.792 -0.623
H 3.735 -8.704 -0.517
H 3.730 -7.167 0.051
O 4.734 -6.643 1.592
H 5.529 -6.915 2.156
H 4.739 -5.635 1.506
O 2.845 3.542 2.654
H 3.406 3.508 1.813
H 1.878 3.668 2.383
O -1.285 -0.130 3.775
H -1.198 0.849 4.014
H -0.355 -0.509 3.650
O -1.782 2.671 3.687
H -2.651 2.374 3.261
H -1.883 2.601 4.691

---

Record 7
This record from the OMol25 dataset describes 2 unconnected molecules or ions with the total composition C9H5ClF2S. The level of theory is ωB97M-V/def2-TZVPD.

The strongest force on any atom is 1.68 eV/Å. Its net charge is 0. The electronic energy is -1403.897026 Ha.

Atoms and positions in Å:
C -0.243 0.232 -1.629
C 0.404 0.289 -2.673
C -1.673 0.146 2.297
C -1.625 1.352 1.614
C -1.355 -1.035 1.642
C -1.224 1.394 0.293
C -0.962 -1.010 0.320
C -0.859 0.212 -0.365
C 3.203 -0.600 -1.458
F 3.715 -1.798 -1.742
F 4.188 0.298 -1.394
S 1.454 0.243 -3.913
Cl 2.076 -0.547 -0.200
H -1.956 0.124 3.341
H -1.885 2.268 2.124
H -1.395 -1.977 2.169
H -1.166 2.334 -0.234
H -0.697 -1.924 -0.190

---

Record 8
This record from the OMol25 dataset describes a molecular structure, C9H5F3N2O3S. The level of theory is ωB97M-V/def2-TZVPD.

The strongest force on any atom is 18.30 eV/Å. Its net charge is 0. The electronic energy is -1378.727357 Ha.

Atoms and positions in Å:
N -1.306 -3.322 0.085
C -1.146 -2.187 -0.003
C -1.067 -0.678 -0.026
C 0.063 -0.162 -0.024
N 0.071 1.037 -0.149
C -1.123 1.993 0.055
O -0.959 3.145 0.173
C -2.356 1.417 -0.121
C -2.451 0.065 -0.095
C -3.692 -0.715 -0.011
F -3.941 -1.251 -1.063
F -3.989 -1.356 0.973
F -4.741 0.001 -0.115
H -3.202 2.095 0.038
H 0.923 1.687 -0.123
S 1.384 -1.143 0.129
C 2.818 -0.014 0.050
C 4.058 -0.668 0.081
O 4.293 -1.698 -0.047
O 5.098 0.274 0.099
H 5.924 -0.260 -0.107
H 2.615 0.864 1.050
H 2.726 0.878 -0.846

---

Record 9
This record from the OMol25 dataset describes a molecular structure, C9H60NO24V. The level of theory is ωB97M-V/def2-TZVPD.

The strongest force on any atom is 5.15 eV/Å. Its net charge is 0. The electronic energy is -3183.331761 Ha.

Atoms and positions in Å:
O 2.458 -15.825 9.470
V 1.826 -17.351 9.500
O 0.565 -17.331 10.480
C -1.988 -17.765 8.714
C -1.762 -16.651 7.631
C -2.748 -15.503 7.878
C -2.580 -14.290 6.984
C -1.126 -13.874 7.013
C -0.099 -14.953 6.675
N -0.379 -16.169 7.581
O 0.668 -17.192 7.438
C 1.304 -14.234 7.139
C -0.158 -15.241 5.145
C -2.220 -17.301 6.284
H -1.661 -17.345 9.665
H -1.405 -18.660 8.499
H -3.051 -18.002 8.740
H -2.598 -15.046 8.856
H -3.800 -15.785 7.821
H -3.206 -13.507 7.412
H -2.955 -14.493 5.981
H -0.870 -13.491 8.001
H -0.993 -13.013 6.359
H 1.436 -13.288 6.613
H 2.189 -14.838 6.942
H 1.343 -13.970 8.196
H 0.598 -14.548 4.774
H -1.110 -15.090 4.635
H 0.198 -16.243 4.904
H -3.169 -17.837 6.305
H -1.513 -17.981 5.809
H -2.403 -16.482 5.588
O -4.753 -10.743 7.859
H -3.857 -10.444 8.019
H -4.927 -11.367 8.564
O 0.404 -20.003 6.270
H 0.535 -19.089 6.016
H -0.538 -20.144 6.179
O -2.895 -12.792 2.574
H -2.457 -12.943 3.411
H -3.140 -11.867 2.594
O 4.427 -13.446 8.371
H 4.135 -14.290 8.714
H 4.515 -13.588 7.428
O -0.747 -11.995 4.346
H -0.541 -11.796 5.259
H -0.103 -12.658 4.094
O -4.680 -11.665 5.198
H -3.870 -11.217 5.445
H -5.168 -11.747 6.017
O -6.339 -18.193 7.476
H -5.722 -18.893 7.266
H -6.544 -17.792 6.632
O 4.745 -14.707 5.427
H 4.748 -13.959 4.830
H 4.272 -15.391 4.953
O -0.035 -10.946 6.738
H 0.653 -10.318 6.519
H 0.148 -11.198 7.643
O 1.320 -19.486 9.119
H 1.352 -20.435 9.238
H 0.979 -19.366 8.233
O 2.995 -16.613 4.722
H 2.289 -16.020 4.979
H 2.719 -16.961 3.873
O -2.109 -19.610 11.536
H -1.243 -19.252 11.341
H -2.139 -20.437 11.055
O -5.427 -14.489 4.389
H -4.856 -13.721 4.375
H -5.036 -15.091 3.756
O -4.924 -14.939 11.029
H -4.754 -15.837 11.315
H -4.402 -14.839 10.232
O -6.567 -13.908 6.722
H -5.908 -14.172 6.079
H -7.338 -13.691 6.199
O -2.637 -10.118 5.777
H -1.783 -10.430 6.076
H -2.534 -9.168 5.709
O 1.303 -16.828 2.480
H 1.546 -17.710 2.198
H 0.747 -16.496 1.775
O 3.078 -12.424 4.764
H 3.264 -12.441 3.825
H 2.236 -12.871 4.850
O -0.540 -13.725 10.368
H -0.690 -14.197 9.549
H -0.612 -14.396 11.048
O 0.169 -11.119 9.550
H -0.076 -11.976 9.899
H 1.118 -11.171 9.430
O -4.121 -17.562 11.823
H -4.650 -18.045 11.188
H -3.282 -18.021 11.835

---

- Look up the electronic energy of the second one.
  -1041.586278 Ha